Entry 1:
{"formula": "C7H5FN2O", "method": "ωB97M-V/def2-TZVPD", "e_homo_ev": -8.386, "smiles": "O=C1N[C@]12C=NC=C/C2=C/F", "e_above_lowest_kcal_mol": 65.8, "orbital_gap_ha": 0.30206, "max_force_ev_per_a": 2.75, "lumo_ev": -0.166, "charge": 0, "symbols": ["C", "C", "C", "C", "C", "C", "C", "N", "N", "O", "F", "H", "H", "H", "H", "H"], "coordinates": [[0.926, 0.762, 0.596], [1.682, -0.328, 0.621], [0.131, -1.653, -0.416], [-0.970, -0.726, -0.247], [-0.495, 0.622, 0.223], [-2.302, -1.286, 0.244], [-1.137, 1.803, 0.229], [1.283, -1.520, 0.089], [-2.273, -0.807, -0.979], [-2.858, -1.769, 1.141], [-2.472, 1.925, -0.115], [1.395, 1.667, 0.916], [2.665, -0.280, 0.964], [-0.141, -2.610, -0.922], [-0.570, 2.749, 0.502], [-2.867, -0.347, -1.643]], "atomic_forces_ev_per_a": [[-0.53, -1.08, 0.22], [-0.76, 0.94, -0.21], [-0.33, -1.76, -0.93], [-0.22, 2.21, 0.67], [0.27, 1.58, -0.30], [1.42, 1.29, -1.58], [-0.29, 0.22, -0.03], [0.03, -1.66, -0.74], [0.41, -1.30, 0.31], [-1.67, -1.09, 1.89], [1.48, 0.16, 0.39], [-0.35, 0.71, 0.13], [1.49, -0.07, 0.47], [0.36, 0.59, 0.36], [-1.43, -1.16, -0.41], [0.11, 0.43, -0.23]]}



Entry 2:
{"formula": "C7H5FN4", "method": "ωB97M-V/def2-TZVPD", "e_homo_ev": -8.799, "smiles": "Fc1nccnc1-n1cccn1", "e_above_lowest_kcal_mol": 0.0, "orbital_gap_ha": 0.32529, "max_force_ev_per_a": 4.83, "lumo_ev": 0.053, "charge": 0, "symbols": ["C", "C", "C", "C", "C", "C", "C", "N", "N", "N", "N", "F", "H", "H", "H", "H", "H"], "coordinates": [[3.063, 0.415, -0.201], [2.481, 1.654, 0.153], [-1.973, -1.772, 0.000], [-3.080, -0.896, -0.032], [2.030, -0.463, -0.136], [-0.440, -0.139, 0.025], [-1.706, 0.844, 0.216], [-0.699, -1.427, -0.144], [-2.931, 0.437, 0.158], [1.196, 1.573, 0.189], [0.893, 0.288, -0.061], [-1.380, 2.095, 0.145], [4.048, 0.108, -0.354], [3.071, 2.597, 0.345], [-2.278, -2.744, -0.049], [-4.155, -1.087, -0.096], [1.860, -1.483, -0.160]], "atomic_forces_ev_per_a": [[-0.73, -0.79, 1.12], [2.26, 1.33, -0.60], [-3.04, 2.43, -1.16], [0.86, 0.17, 1.35], [-0.94, 1.01, -1.05], [-3.31, 0.53, 0.05], [3.46, -3.05, -1.43], [0.90, 1.77, 1.18], [1.76, 0.72, -0.43], [-1.18, 1.10, 0.23], [-0.64, 0.53, 1.12], [-0.60, 1.17, 0.55], [1.40, 0.01, 0.02], [-1.22, -1.10, -0.33], [0.02, -2.82, -0.25], [0.63, -1.14, 0.03], [0.38, -1.87, -0.40]]}